[1]
This record from OMol25 describes C34H55AsF6O3PdSbSe as an isolated structure. The level of theory is ωB97M-V with the def2-TZVPD basis set.

```
102
Properties=species:S:1:pos:R:3:forces:R:3:lowdin_spin:R:1
Pd -0.102417 -0.013731 -2.370633 0.203 0.159 0.262 1.446
C 3.120082 -3.577215 3.952658 0.004 0.010 0.010 0.000
C 1.923992 -2.618154 3.878187 -0.013 -0.046 0.003 0.000
C 2.122523 -1.481480 4.889530 0.015 0.004 0.022 0.000
C 0.664806 -3.392562 4.268425 -0.009 0.006 -0.009 0.000
C 1.819608 -2.035381 2.472218 0.007 0.011 -0.034 0.002
C 0.708193 -2.179104 1.666138 0.005 -0.014 0.043 0.008
C 0.684473 -1.605795 0.400746 0.088 0.055 0.015 0.021
Se -0.939962 -1.765442 -0.608216 0.096 -0.043 -0.015 0.197
C -1.904340 -0.456118 0.413006 -0.042 -0.047 0.070 0.161
C -2.851331 -0.842436 1.311915 0.016 -0.096 -0.077 0.026
C -3.461739 0.108256 2.152206 -0.023 0.073 0.024 0.206
C -3.061302 1.447317 2.042214 0.025 0.014 -0.003 -0.015
C -2.112477 1.908465 1.156859 -0.025 0.033 0.049 0.159
C -1.503789 0.928198 0.272770 0.081 0.068 -0.151 0.099
O -0.662654 1.257572 -0.594645 -0.170 -0.171 -0.024 0.360
C -1.779031 3.400039 1.143907 -0.077 0.041 -0.017 0.015
C -0.743062 3.855011 0.111092 0.023 -0.017 -0.023 0.000
C -3.077290 4.178528 0.859093 0.004 0.021 0.007 0.008
C -1.255325 3.778402 2.539214 0.007 0.034 0.030 0.009
C -4.517965 -0.272850 3.178541 0.033 0.005 0.005 0.024
C -4.014313 0.115389 4.578102 -0.018 -0.001 0.000 0.013
C -4.823434 -1.770541 3.173102 -0.010 -0.015 -0.001 0.000
C -5.814513 0.491613 2.871314 -0.018 0.000 0.021 0.013
C 1.758098 -0.875914 -0.144832 -0.043 -0.072 0.083 0.017
O 1.738758 -0.424512 -1.371988 0.049 0.192 -0.183 0.197
C 2.891486 -0.682600 0.699577 -0.115 -0.045 0.047 0.009
C 2.877430 -1.285915 1.946067 -0.064 -0.020 0.014 0.002
C 4.139081 0.137935 0.337232 0.060 0.074 -0.060 0.000
C 4.042492 0.965088 -0.952596 -0.014 -0.077 -0.020 0.002
C 5.334176 -0.815356 0.190168 0.007 -0.018 -0.008 0.000
C 4.429521 1.138163 1.469335 0.014 0.019 0.010 0.000
H 3.208934 -3.996259 4.957386 0.000 -0.005 0.011 0.000
H 3.001925 -4.400163 3.245958 -0.013 -0.005 -0.009 0.000
H 4.055967 -3.068189 3.719829 0.011 0.007 -0.006 0.000
H 2.197254 -1.882478 5.902877 -0.001 -0.006 0.010 0.000
H 3.034266 -0.918932 4.685722 0.011 0.009 -0.005 0.000
H 1.285030 -0.782025 4.856823 -0.017 -0.005 -0.009 0.000
H 0.781165 -3.802295 5.273144 0.009 0.004 0.006 0.000
H -0.217266 -2.748298 4.272938 -0.006 0.013 -0.001 0.000
H 0.478131 -4.225947 3.588649 0.005 -0.013 -0.007 0.000
H -0.161298 -2.730054 2.001251 -0.006 0.000 0.018 0.003
H -3.123499 -1.885558 1.387741 0.038 -0.015 -0.025 0.000
H -3.535552 2.163288 2.699559 0.009 0.026 -0.006 -0.003
H -1.040641 3.630511 -0.910046 -0.020 0.026 0.024 0.000
H -0.643792 4.938708 0.202669 0.019 0.001 0.012 0.000
H 0.235897 3.408598 0.280785 -0.005 -0.018 0.011 0.000
H -3.476515 3.920960 -0.122860 0.010 -0.016 -0.008 0.000
H -3.849157 3.993640 1.607188 -0.006 -0.019 0.005 0.000
H -2.860423 5.247634 0.862911 0.004 0.008 -0.002 0.001
H -0.336810 3.237290 2.773087 0.004 -0.019 -0.013 0.000
H -1.032666 4.846272 2.560248 0.003 0.009 0.005 0.001
H -1.983208 3.572101 3.325113 -0.001 0.000 0.008 0.000
H -3.084679 -0.402980 4.818222 0.009 -0.010 -0.005 0.000
H -3.836670 1.187169 4.663500 0.008 0.013 0.000 0.000
H -4.761945 -0.159598 5.323957 -0.002 -0.003 0.009 0.002
H -3.942396 -2.366742 3.417319 0.011 0.001 0.004 0.000
H -5.583317 -1.984910 3.925305 -0.003 0.008 0.003 0.000
H -5.212132 -2.103062 2.209150 -0.001 0.002 -0.012 0.000
H -5.670871 1.570943 2.915572 0.007 0.014 -0.010 0.000
H -6.193911 0.239299 1.880293 0.006 -0.003 -0.017 0.000
H -6.576411 0.226371 3.606197 -0.010 -0.003 0.003 0.002
H 3.753249 -1.156993 2.570309 -0.004 -0.019 -0.001 0.001
H 3.992536 0.329112 -1.834906 -0.011 0.012 0.011 0.001
H 3.171587 1.618841 -0.962843 -0.020 0.006 0.020 0.000
H 4.941722 1.581840 -1.029195 0.002 0.003 0.005 0.000
H 5.153830 -1.541054 -0.605637 -0.012 0.000 -0.008 0.000
H 6.235924 -0.252365 -0.060645 0.016 0.010 -0.005 0.000
H 5.526926 -1.369790 1.110018 -0.016 0.000 0.016 0.000
H 3.593662 1.828964 1.594189 -0.014 0.002 -0.004 0.000
H 4.611223 0.652691 2.428113 0.008 0.012 -0.014 0.000
H 5.318220 1.722183 1.222879 0.013 0.009 0.000 0.000
C 3.225889 -1.792116 -4.053222 0.055 -0.016 -0.095 0.037
Sb 1.763263 -0.286538 -4.400219 -0.169 -0.003 0.046 0.212
C 1.169721 -0.743523 -6.388426 0.045 -0.033 -0.046 0.037
C 2.980771 1.420308 -4.766253 0.012 0.008 -0.048 0.074
H 4.034051 -1.683320 -4.775735 0.026 -0.004 0.000 0.006
H 2.781583 -2.778641 -4.163554 -0.033 -0.033 -0.004 0.000
H 3.610812 -1.690869 -3.042123 -0.015 0.040 0.042 0.000
H 2.050962 -0.859616 -7.018846 0.006 0.017 -0.006 0.005
H 0.550786 0.070879 -6.759018 0.005 0.023 0.027 0.000
H 0.592056 -1.665236 -6.401645 -0.004 -0.010 0.019 0.002
H 3.712942 1.167013 -5.533139 0.009 0.018 0.005 0.010
H 3.485748 1.728396 -3.853468 -0.029 -0.036 0.024 0.000
H 2.333281 2.224546 -5.110979 -0.002 -0.001 0.007 0.000
F 0.235047 2.287115 -3.125729 -0.020 0.055 0.012 0.043
As -1.105698 2.840259 -4.181686 0.170 -0.358 0.043 0.002
F -1.144603 4.345087 -3.357505 -0.034 -0.044 0.012 0.001
F -2.198359 2.137002 -3.011589 0.115 0.021 -0.096 0.005
F -2.414398 3.238079 -5.213364 0.012 0.040 0.014 0.000
F -0.953511 1.250418 -4.928279 -0.135 0.114 -0.076 0.014
F 0.060141 3.443902 -5.305341 -0.033 -0.034 0.082 0.001
C -2.968620 -1.069802 -4.869237 0.015 -0.026 0.061 0.047
O -2.261629 -1.304386 -3.636395 0.102 0.047 0.079 0.263
C -0.965593 -1.685864 -3.736676 -0.274 0.031 -0.229 1.021
C -0.619821 -3.055624 -4.198562 -0.012 -0.048 0.015 0.168
H -3.409012 -2.006964 -5.215719 0.006 0.012 -0.020 0.005
H -2.293462 -0.661014 -5.616994 0.018 0.026 -0.021 0.004
H -3.749637 -0.345789 -4.652267 0.000 -0.012 0.002 0.001
H -1.038790 -3.259125 -5.193671 0.006 -0.004 0.010 0.026
H -1.007076 -3.830182 -3.522253 -0.026 0.023 0.025 0.030
H 0.459100 -3.187943 -4.261552 0.053 0.012 0.011 0.001
```
Positions in Å, forces in eV/Å.

The spin multiplicity is 6. The value obtained for the energy above the lowest of the compared OMol25 structures with the same formula, charge and spin is 1.3 kJ/mol. As for the expectation value of S²: 8.8039. The value obtained for the total energy is -194798.4467 eV. The calculation puts the frontier orbital gap (spin up / spin down) at 7.340 / 5.152 eV.

=====

[2]
This record from OMol25 describes a 6-piece molecular cluster, C34H55BBrCl10N4O5PS overall. The level of theory is ωB97M-V with the def2-TZVPD basis set.

```
112
Properties=species:S:1:pos:R:3:forces:R:3:mulliken_charge:R:1
C -1.027578 1.491606 -1.032558 0.170 -0.455 -0.339 -1.501
C 0.496550 1.407232 -1.083759 -0.421 -0.273 0.406 0.094
N 0.997219 1.218939 -2.453038 0.402 0.335 0.768 1.008
C 2.467464 0.973756 -2.446214 -0.490 0.498 -0.503 -1.396
C 2.912637 -0.195796 -3.304553 -0.002 -0.088 0.009 -0.898
N 2.568306 -1.580457 -2.855194 0.170 0.473 0.045 1.605
C 3.721412 -2.416549 -2.866859 0.437 -0.548 -0.190 -1.443
C 3.951534 -3.320085 -3.896231 0.020 0.061 0.339 -0.263
C 5.082985 -4.136585 -3.891593 0.339 0.150 -0.409 0.763
C 5.284140 -5.143154 -5.006607 -0.981 0.021 0.949 -1.124
P 4.179168 -6.584971 -4.769586 1.251 -1.179 0.130 0.919
O 4.933976 -7.849372 -4.744637 0.140 0.089 -0.016 -0.614
O 3.100494 -6.605954 -5.948051 -0.159 0.485 0.363 -0.479
O 3.419012 -6.405182 -3.375553 -0.567 0.338 -0.535 -0.473
C 6.021181 -4.034133 -2.868079 -0.676 0.551 0.179 -1.001
C 5.790876 -3.132330 -1.826420 0.105 -0.185 -0.156 -0.774
C 4.655016 -2.339804 -1.829423 -0.368 0.188 0.050 1.036
S 4.278071 -1.195727 -0.526913 0.102 -0.161 0.131 -0.312
C 2.517064 -1.510533 -0.392983 0.311 -0.176 -0.264 0.811
C 1.881488 -1.585341 0.856482 -0.101 -0.096 0.162 -0.855
B 2.702764 -1.401254 2.225185 -0.135 -0.467 -0.270 0.931
N 3.897371 -2.163795 2.488996 -0.153 0.155 -0.419 -0.643
O 2.261009 -0.535642 3.182759 0.091 0.125 -0.043 -0.527
C 0.503172 -1.856534 0.829878 0.077 0.343 0.076 1.811
C -0.352310 -1.987080 2.074953 0.133 -0.889 -0.199 -1.806
C -0.947920 -3.414380 2.143328 0.575 0.112 -0.970 -0.932
N 0.067785 -4.409632 1.726550 -0.306 -0.228 0.347 -0.497
C -0.135210 -2.062705 -0.387386 0.046 0.082 0.037 -1.243
C 0.500771 -1.995970 -1.621887 -0.546 0.063 0.314 1.195
C -0.352455 -2.330410 -2.831270 0.547 0.089 -0.224 -2.111
C -0.746680 -1.186509 -3.783351 -0.060 -0.714 -0.460 0.724
C 0.151807 -1.090682 -5.012994 -0.162 0.067 -0.285 -0.916
Br -2.564803 -1.663045 -4.463716 -0.065 0.252 0.176 -0.181
C 1.856949 -1.680514 -1.617453 -0.143 -0.006 0.081 -1.470
C 0.739457 2.401417 -3.228608 -0.223 0.028 0.113 0.299
C 1.073617 3.773212 -2.694895 0.322 0.167 0.514 -1.475
O 0.232659 2.311389 -4.304578 -0.254 -0.215 -0.937 -0.533
H -1.451485 2.025997 -1.882371 -0.011 0.270 0.078 0.359
H -1.410823 0.473896 -1.098384 -0.198 -0.027 0.014 0.278
H -1.376572 1.921844 -0.098874 -0.020 0.135 0.055 0.386
H 0.775691 0.525229 -0.513041 0.208 -0.052 0.002 -0.361
H 0.944642 2.257668 -0.557202 0.128 0.129 -0.169 0.544
H 2.932529 1.852256 -2.908201 0.304 -0.032 0.027 0.806
H 2.834142 0.956267 -1.425584 0.035 -0.261 0.088 0.319
H 2.506531 -0.051390 -4.304569 -0.109 0.042 -0.063 0.430
H 3.995468 -0.112573 -3.403462 0.118 -0.098 0.066 0.507
H 3.221066 -3.402748 -4.692383 -0.040 0.046 -0.070 0.616
H 6.275051 -5.573767 -4.915569 0.148 -0.037 -0.404 0.525
H 5.085609 -4.703195 -5.979051 0.213 -0.042 -0.168 0.424
H 3.128952 -7.514622 -6.286293 -0.158 -0.155 -0.257 0.193
H 2.513825 -6.085287 -3.483424 0.023 0.086 0.190 0.320
H 6.901019 -4.657948 -2.853744 0.083 -0.087 -0.048 0.399
H 6.494853 -3.061737 -1.009266 0.021 0.018 0.072 0.462
H 4.745820 -1.615896 2.419701 0.100 -0.065 0.546 0.250
H 3.995678 -2.927835 1.833515 0.107 0.038 -0.075 0.272
H 1.398858 -0.174418 2.948435 0.046 0.306 0.041 0.188
H 0.199321 -1.831432 2.992117 0.223 0.137 0.002 0.568
H -1.154946 -1.255449 2.016907 -0.164 0.011 0.130 0.281
H -1.284703 -3.651589 3.146304 -0.243 0.096 0.050 0.550
H -1.762315 -3.446696 1.419529 -0.487 -0.074 0.394 0.260
H -0.095914 -5.281769 2.215890 0.076 0.043 0.151 0.274
H -0.099011 -4.646246 0.756321 0.254 0.137 -0.116 0.140
H -1.189222 -2.311272 -0.381873 -0.114 0.034 0.009 0.335
H 0.182385 -3.073890 -3.425255 -0.022 -0.070 -0.102 0.182
H -1.263531 -2.805916 -2.489189 -0.011 -0.061 0.271 0.826
H -0.894242 -0.238897 -3.292011 0.082 0.102 0.138 -0.003
H 0.294653 -0.064013 -5.338598 0.011 0.111 0.105 0.121
H 1.109940 -1.571892 -4.846992 0.139 0.107 0.247 -0.091
H -0.313274 -1.623219 -5.837376 0.005 -0.071 -0.105 0.656
H 0.153288 4.320253 -2.504806 -0.160 -0.038 -0.035 0.361
H 1.646019 3.770804 -1.770693 0.075 -0.064 0.015 0.367
H 1.628489 4.334200 -3.440219 -0.010 -0.043 -0.192 0.407
Cl -2.578177 1.368485 6.498773 -0.030 -0.063 -0.023 -0.181
C -0.888921 0.797014 6.489257 0.068 -0.037 0.091 -0.492
C -0.112555 1.344027 5.321338 0.197 0.119 0.059 -0.457
Cl -0.679845 0.668402 3.768369 -0.135 0.285 0.138 -0.142
H -0.904028 -0.289776 6.486147 -0.052 0.003 -0.058 0.352
H -0.433355 1.134004 7.418463 0.005 0.056 -0.021 0.321
H 0.938231 1.072659 5.416860 -0.024 -0.078 -0.016 0.233
H -0.187374 2.426801 5.263647 -0.085 -0.010 -0.036 0.395
Cl -3.149602 5.922824 7.664971 0.036 -0.012 0.087 -0.184
C -4.288650 4.550923 7.713468 0.008 -0.102 -0.026 -0.156
C -5.670624 4.935309 7.252528 -0.068 -0.054 -0.092 -0.136
Cl -6.481345 6.038125 8.392767 -0.002 -0.016 0.079 -0.195
H -4.302133 4.163823 8.729179 0.001 0.070 0.028 0.385
H -3.882301 3.784275 7.056830 -0.026 0.037 -0.039 -0.061
H -6.290948 4.043137 7.179366 0.029 -0.023 0.053 0.312
H -5.644551 5.421517 6.280801 0.034 0.088 0.041 0.019
Cl -6.960493 8.505005 5.904574 0.045 -0.002 -0.026 -0.185
C -6.191251 8.956432 4.359909 -0.080 0.164 -0.053 0.006
C -5.607870 7.767743 3.644259 0.012 -0.015 -0.118 -0.603
Cl -4.203173 7.088980 4.509683 -0.032 -0.012 -0.032 -0.161
H -5.431029 9.704463 4.573444 0.050 -0.066 0.053 0.320
H -6.964314 9.412454 3.743518 0.012 -0.076 -0.027 -0.082
H -5.261890 8.068021 2.656608 0.014 0.044 0.020 0.360
H -6.343164 6.975653 3.526356 -0.001 -0.010 0.064 0.349
Cl 6.477286 -11.414099 -6.425783 0.018 -0.011 -0.030 -0.206
C 5.069549 -11.047636 -5.393649 0.000 0.066 0.186 -0.001
C 3.768745 -11.216556 -6.135826 0.015 -0.073 0.230 -0.481
Cl 3.565748 -9.973312 -7.398248 -0.104 0.111 -0.146 -0.198
H 5.181163 -10.032794 -5.016560 0.007 0.004 -0.102 0.019
H 5.100696 -11.741234 -4.554510 -0.024 -0.058 -0.047 0.301
H 2.935516 -11.106749 -5.443916 0.024 0.059 0.018 0.266
H 3.697042 -12.191032 -6.612024 0.041 0.050 -0.106 0.384
Cl -10.809878 11.788074 5.258614 -0.008 -0.020 -0.007 -0.190
C -9.034803 11.921277 5.196794 0.059 0.000 0.078 -0.088
C -8.542967 12.299028 3.822594 0.098 0.075 0.067 -0.509
Cl -8.799068 10.990669 2.636287 -0.064 0.032 -0.075 -0.199
H -8.614933 10.972547 5.524619 -0.046 -0.028 -0.035 0.013
H -8.747685 12.692300 5.909918 -0.006 0.034 -0.034 0.310
H -7.471623 12.491870 3.857164 0.006 -0.043 0.023 0.286
H -9.042212 13.189204 3.449382 -0.069 -0.051 -0.027 0.392
```
Positions in Å, forces in eV/Å.

Its structure (SMILES) is CCN(CCN1c2cc(CP(=O)(O)O)ccc2Sc2c(B(N)O)c(CCN)cc(C[C@@H](C)Br)c21)C(C)=O.ClCCCl.ClCCCl.ClCCCl.ClCCCl.ClCCCl. The value obtained for the total energy is -268422.2492 eV. The calculation puts the frontier orbital gap at 8.686 eV.